Computed, not measured: the molecule C5H6N2O in a non-equilibrium geometry, with ωB97M-V/def2-TZVPD.

Last column: Löwdin charge in e.
Geometry (Å):
O: 1.7166 0.3451 0.0392  0.08
N: -0.7399 -0.6796 -0.6956  -0.12
N: -0.8544 -1.4105 0.5029  0.09
C: -1.0880 0.0967 -1.9486  0.05
C: 0.8896 0.3311 1.2637  -0.18
C: -0.0053 -0.9169 1.3124  -0.13
C: 0.6555 1.1504 0.0948  -0.39
C: -0.5364 0.7666 -0.5736  -0.21
H: 0.4209 -1.2653 2.2871  0.11
H: 0.4967 2.3231 0.6251  0.21
H: -2.0896 0.5476 -1.9856  0.09
H: -1.5103 1.3182 -0.2984  0.15
H: 1.2098 0.7609 2.2468  0.16
H: -0.5930 -0.3817 -2.7318  0.08

Cartesian forces (eV/Å) of the 3 atoms listed first:
2.106 0.278 1.175
0.911 2.860 0.531
-0.204 -0.053 -0.992

The HOMO energy comes out at -8.2 eV. As for the SMILES: C1=NN2C[C@@H]2[C@@H]2O[C@H]12. As for the LUMO energy: 0.941 eV. The net charge is 0. For the orbital gap, the calculation gives 0.337 Ha. As for the molar mass: 110.12 g/mol.